Entry from the OMol25 dataset: a single C2H4N2S molecule (ωB97M-V/def2-TZVPD).

```
9
Properties=species:S:1:pos:R:3:forces:R:3:lowdin_charge:R:1
S -1.936198 0.145749 0.496574 1.2807 -0.5357 -0.5517 0.70
N 1.090455 -1.819069 1.528025 0.3377 -0.4515 0.1744 0.11
N 0.322490 0.640031 -1.049999 1.1287 -0.4527 -1.1042 -0.05
C -0.089093 0.365835 0.291773 1.3279 -0.6483 1.2935 -0.72
C 0.647525 -0.902926 1.005023 -1.7133 2.7382 -1.4670 -0.22
H 0.540211 -0.174434 -1.690813 -0.3806 1.4474 1.3665 0.11
H 1.046857 1.391320 -1.096930 -0.8813 -1.3181 -0.0647 0.10
H -1.862666 -0.930897 -0.335337 -0.4002 0.3815 0.3857 -0.12
H 0.240418 1.284391 0.851683 -0.6995 -1.1606 -0.0326 0.11
```
Positions in Å, forces in eV/Å.

HOMO level = -0.3578 hartree
SMILES string = N#C[C@@H](N)S
Total energy = -586.26275 hartree
LUMO = 0.51 eV